(1)
{
  "formula": "CH4OS2",
  "method": "the ωB97M-V functional and the def2-TZVPD basis",
  "spin_multiplicity": 1,
  "de_lowest_kcal_mol": 28.45,
  "largest_force_ev_per_a": 2.77,
  "lumo_energy_ev": 0.37,
  "e_homo_ev": -9.161,
  "energy_ev": -24818.04155,
  "smiles": "SCOS",
  "species": ["S", "C", "O", "S", "H", "H", "H", "H"],
  "positions_angstrom": [[1.477, -0.604, -0.390], [0.258, -0.479, 1.008], [-0.957, -1.065, 0.744], [-1.926, -0.317, -0.458], [2.125, 0.401, 0.105], [0.255, 0.615, 0.995], [0.694, -1.029, 1.782], [-2.252, 0.667, 0.373]],
  "lowdin_charge": [0.679, -0.653, -0.622, 0.798, -0.181, 0.055, 0.061, -0.136]
}

***

(2)
{
  "formula": "C10H16O",
  "method": "the ωB97M-V functional and the def2-TZVPD basis",
  "spin_multiplicity": 1,
  "de_lowest_kcal_mol": 39.41,
  "largest_force_ev_per_a": 1.95,
  "lumo_energy_ev": 0.94,
  "e_homo_ev": -8.912,
  "energy_ev": -12676.01588,
  "smiles": "CCc1ccccc1.CCO",
  "species": ["C", "C", "C", "C", "C", "C", "C", "C", "H", "H", "H", "H", "H", "H", "H", "H", "H", "H", "C", "C", "O", "H", "H", "H", "H", "H", "H"],
  "positions_angstrom": [[-0.183, 3.049, 1.545], [-0.013, 2.634, 0.073], [0.961, 1.498, -0.180], [2.050, 1.253, 0.658], [2.828, 0.123, 0.498], [2.666, -0.712, -0.619], [1.690, -0.350, -1.523], [0.861, 0.746, -1.354], [0.272, 2.360, 2.258], [-1.231, 3.208, 1.791], [0.287, 4.016, 1.733], [-0.967, 2.320, -0.329], [0.364, 3.536, -0.426], [2.211, 1.901, 1.505], [3.582, -0.200, 1.213], [3.217, -1.632, -0.621], [1.546, -0.877, -2.467], [0.087, 0.943, -2.079], [-1.798, -3.336, 0.229], [-2.296, -2.368, -0.846], [-3.016, -1.353, -0.099], [-1.242, -4.205, -0.120], [-2.621, -3.511, 0.921], [-1.050, -2.780, 0.817], [-1.615, -1.642, -1.294], [-2.787, -2.919, -1.645], [-3.800, -1.703, 0.360]],
  "lowdin_charge": [-0.106, -0.191, -0.226, -0.055, -0.086, -0.093, -0.110, -0.054, 0.062, 0.067, 0.068, 0.102, 0.116, 0.101, 0.102, 0.093, 0.103, 0.109, -0.091, -0.290, -0.117, 0.069, 0.071, 0.076, 0.102, 0.100, 0.080]
}

***

(3)
{
  "formula": "C5H9BIO2",
  "method": "the ωB97M-V functional and the def2-TZVPD basis",
  "spin_multiplicity": 1,
  "largest_force_ev_per_a": 0.67,
  "lumo_energy_ev": -5.62,
  "e_homo_ev": -12.179,
  "total_charge": 1,
  "energy_ev": -18192.46651,
  "species": ["C", "C", "C", "B", "I", "C", "C", "O", "H", "H", "H", "H", "H", "H", "O", "H", "H", "H"],
  "positions_angstrom": [[3.540, 0.410, -0.161], [2.633, 1.053, -0.610], [1.489, 1.780, -1.170], [0.271, 1.502, -0.209], [0.326, 2.158, 1.832], [-0.992, 0.664, -0.688], [-0.555, -0.784, -0.610], [-0.178, -1.423, -1.550], [4.315, -0.259, 0.132], [1.703, 2.849, -1.230], [1.261, 1.378, -2.158], [-1.822, 0.843, -0.002], [-1.249, 0.911, -1.717], [-0.563, -1.209, 0.418], [-2.425, -2.305, 1.854], [-2.249, -2.361, 2.818], [-3.364, -2.088, 1.668], [-2.141, -3.119, 1.383]],
  "lowdin_charge": [0.131, -0.193, -0.194, -0.819, 0.897, -0.155, -0.311, 0.087, 0.037, 0.118, 0.117, 0.082, 0.122, 0.103, 0.348, 0.211, 0.210, 0.209]
}

***

(4)
{
  "formula": "C3H13N4",
  "method": "the ωB97M-V functional and the def2-TZVPD basis",
  "spin_multiplicity": 2,
  "de_lowest_kcal_mol": 43.04,
  "largest_force_ev_per_a": 1.91,
  "lumo_energy_ev": [-7.23, -12.26],
  "e_homo_ev": [-16.812, -16.805],
  "total_charge": 2,
  "energy_ev": -9262.29625,
  "s_squared": 0.76,
  "species": ["N", "C", "N", "H", "H", "H", "H", "N", "C", "C", "N", "H", "H", "H", "H", "H", "H", "H", "H", "H"],
  "positions_angstrom": [[-1.360, -3.626, -1.597], [-2.080, -2.625, -0.891], [-3.278, -2.332, -0.884], [-0.903, -4.250, -0.906], [-0.550, -3.208, -2.081], [-1.357, -2.196, -0.158], [-3.504, -1.599, -0.200], [0.837, 3.180, -0.013], [0.785, 2.013, 0.939], [1.203, 0.713, 0.242], [1.353, -0.264, 1.323], [1.811, 3.322, -0.287], [0.298, 3.012, -0.867], [0.524, 4.063, 0.394], [1.508, 2.224, 1.723], [-0.218, 1.933, 1.351], [0.508, 0.428, -0.558], [2.184, 0.876, -0.208], [0.464, -0.557, 1.711], [1.776, -1.109, 0.966]],
  "lowdin_charge": [0.277, -0.233, 0.307, 0.164, 0.156, 0.188, 0.138, 0.201, -0.137, -0.274, 0.016, 0.177, 0.177, 0.182, 0.143, 0.136, 0.104, 0.128, 0.071, 0.079]
}

***

(5)
{
  "formula": "C6H4O",
  "method": "the ωB97M-V functional and the def2-TZVPD basis",
  "spin_multiplicity": 1,
  "de_lowest_kcal_mol": 63.20,
  "largest_force_ev_per_a": 1.05,
  "lumo_energy_ev": -0.05,
  "e_homo_ev": -10.162,
  "energy_ev": -8329.69970,
  "smiles": "C#CC(=O)C#CC",
  "species": ["C", "C", "C", "O", "C", "C", "C", "H", "H", "H", "H"],
  "positions_angstrom": [[-1.052, 2.976, -0.672], [-0.718, 2.276, 0.253], [-1.073, 0.997, 0.854], [-2.093, 0.875, 1.494], [-0.226, -0.103, 0.457], [0.487, -1.021, 0.140], [1.359, -2.149, -0.149], [-1.486, 3.507, -1.481], [0.799, -2.964, -0.616], [1.777, -2.515, 0.794], [2.182, -1.859, -0.807]],
  "lowdin_charge": [0.164, -0.028, -0.472, 0.110, 0.059, -0.044, -0.088, 0.044, 0.085, 0.087, 0.082]
}

***

(6)
{
  "formula": "C7H14",
  "method": "the ωB97M-V functional and the def2-TZVPD basis",
  "spin_multiplicity": 1,
  "de_lowest_kcal_mol": 73.38,
  "largest_force_ev_per_a": 5.75,
  "lumo_energy_ev": 1.02,
  "e_homo_ev": -7.803,
  "energy_ev": -7483.11234,
  "species": ["C", "C", "C", "C", "C", "C", "C", "H", "H", "H", "H", "H", "H", "H", "H", "H", "H", "H", "H", "H", "H"],
  "positions_angstrom": [[-0.458, 0.125, -0.145], [0.789, -0.013, 0.578], [-0.463, 1.635, -0.362], [1.049, 1.699, -0.426], [-0.711, -0.680, -1.398], [1.636, -1.250, 0.537], [-1.616, -0.597, 1.136], [0.817, 0.457, 1.558], [-0.871, 2.162, 0.500], [-1.000, 1.942, -1.261], [1.563, 2.402, 0.218], [1.507, 1.568, -1.400], [-1.747, -0.547, -1.710], [-0.523, -1.741, -1.253], [-0.055, -0.337, -2.199], [1.579, -1.780, -0.411], [2.680, -0.976, 0.697], [1.356, -1.935, 1.338], [-1.419, -0.193, 2.125], [-2.583, -0.262, 0.770], [-1.532, -1.679, 1.108]],
  "lowdin_charge": [-0.494, -0.219, -0.189, -0.022, -0.062, -0.073, 0.004, 0.115, 0.112, 0.106, 0.063, 0.069, 0.085, 0.074, 0.086, 0.067, 0.078, 0.079, 0.042, 0.037, 0.042]
}

***

(7)
{
  "formula": "C30H39F9N5O3P2SSeSn",
  "method": "the ωB97M-V functional and the def2-TZVPD basis",
  "spin_multiplicity": 1,
  "de_lowest_kcal_mol": 20.77,
  "largest_force_ev_per_a": 0.73,
  "lumo_energy_ev": -2.84,
  "e_homo_ev": -10.191,
  "total_charge": 1,
  "energy_ev": -170381.85273,
  "species": ["Sn", "C", "P", "C", "C", "C", "P", "C", "C", "H", "H", "H", "H", "H", "H", "H", "H", "H", "H", "H", "H", "H", "H", "H", "H", "Se", "N", "C", "C", "C", "C", "C", "N", "C", "C", "N", "C", "C", "C", "C", "C", "N", "H", "H", "H", "H", "H", "H", "F", "C", "F", "F", "C", "O", "C", "F", "F", "F", "C", "F", "F", "F", "C", "S", "C", "O", "H", "H", "H", "H", "H", "H", "O", "C", "C", "C", "C", "C", "C", "N", "H", "H", "H", "H", "H", "H", "H", "H", "H", "H", "H"],
  "positions_angstrom": [[-0.835, 0.249, -0.563], [-0.659, -0.689, 4.113], [-0.066, -1.941, 2.891], [1.082, -2.910, 3.959], [-1.520, -3.092, 2.923], [-2.828, -2.468, 2.400], [-2.738, -1.757, 0.696], [-4.449, -1.148, 0.507], [-2.659, -3.306, -0.280], [-1.384, -1.125, 4.803], [-1.116, 0.163, 3.603], [0.192, -0.324, 4.690], [0.658, -3.092, 4.950], [2.035, -2.388, 4.072], [1.284, -3.871, 3.480], [-1.659, -3.415, 3.957], [-1.257, -3.983, 2.349], [-3.143, -1.666, 3.073], [-3.627, -3.212, 2.395], [-5.176, -1.949, 0.654], [-4.577, -0.723, -0.488], [-4.622, -0.360, 1.243], [-3.657, -3.731, -0.392], [-2.021, -4.026, 0.234], [-2.238, -3.121, -1.265], [6.246, 2.895, -4.449], [4.531, 3.271, -4.681], [3.887, 2.605, -3.766], [2.435, 2.675, -3.594], [1.642, 3.505, -4.385], [0.301, 3.598, -4.115], [-0.216, 2.847, -3.064], [0.510, 2.019, -2.326], [1.832, 1.929, -2.582], [2.649, 1.043, -1.719], [1.999, 0.294, -0.822], [2.696, -0.458, 0.013], [4.086, -0.517, 0.007], [4.764, 0.226, -0.933], [4.041, 1.017, -1.823], [4.687, 1.804, -2.871], [5.975, 1.823, -3.064], [2.108, 4.073, -5.183], [-0.355, 4.228, -4.702], [-1.261, 2.924, -2.805], [2.112, -1.075, 0.695], [4.613, -1.149, 0.710], [5.845, 0.206, -1.006], [-4.311, -1.813, -4.632], [-3.532, -1.861, -3.548], [-4.306, -2.187, -2.504], [-2.636, -2.847, -3.708], [-2.779, -0.510, -3.287], [-2.244, -0.528, -2.037], [-3.827, 0.650, -3.442], [-4.972, 0.336, -2.822], [-4.112, 0.933, -4.718], [-3.369, 1.773, -2.854], [-1.661, -0.376, -4.402], [-0.521, -0.924, -3.959], [-1.977, -0.965, -5.555], [-1.400, 0.918, -4.676], [-3.226, 4.419, 0.103], [-1.974, 3.370, 0.819], [-0.551, 4.205, 0.149], [-2.148, 2.059, 0.056], [-3.092, 4.431, -0.980], [-3.141, 5.422, 0.530], [-4.192, 3.983, 0.359], [-0.659, 4.264, -0.933], [0.326, 3.622, 0.425], [-0.509, 5.202, 0.593], [0.465, 1.694, 1.769], [1.032, 1.907, 2.846], [0.722, 3.185, 3.606], [1.134, 3.359, 5.074], [0.955, 2.084, 5.902], [2.181, 1.170, 5.826], [2.838, 1.173, 4.451], [1.908, 1.007, 3.334], [-0.364, 3.262, 3.533], [1.114, 4.007, 2.999], [0.508, 4.153, 5.481], [2.163, 3.717, 5.156], [0.063, 1.558, 5.552], [0.771, 2.336, 6.945], [1.921, 0.152, 6.125], [2.936, 1.521, 6.533], [3.554, 0.359, 4.378], [3.404, 2.093, 4.313], [1.982, 0.176, 2.767]],
  "lowdin_charge": [1.370, -0.289, 0.839, -0.300, -0.441, -0.422, 0.787, -0.259, -0.245, 0.053, 0.036, 0.001, 0.046, 0.022, 0.039, 0.080, 0.065, 0.070, 0.087, 0.055, 0.017, 0.045, 0.056, 0.037, 0.018, 1.155, -0.218, -0.340, -0.079, 0.023, -0.021, -0.157, 0.074, -0.130, -0.144, 0.034, -0.143, -0.030, 0.015, -0.083, -0.343, -0.218, 0.126, 0.120, 0.096, 0.076, 0.111, 0.124, 0.181, -0.549, 0.150, 0.166, -0.286, -0.377, -0.533, 0.169, 0.177, 0.131, -0.531, 0.153, 0.183, 0.146, -0.233, 0.885, -0.238, -0.715, 0.065, 0.069, 0.065, 0.042, 0.040, 0.074, -0.098, -0.474, -0.089, -0.183, -0.190, -0.181, -0.165, 0.096, 0.112, 0.126, 0.114, 0.112, 0.094, 0.114, 0.105, 0.119, 0.121, 0.119, 0.099]
}

***

(8)
{
  "formula": "C4H8O2",
  "method": "the ωB97M-V functional and the def2-TZVPD basis",
  "spin_multiplicity": 1,
  "de_lowest_kcal_mol": 101.60,
  "largest_force_ev_per_a": 0.84,
  "lumo_energy_ev": 0.15,
  "e_homo_ev": -8.830,
  "energy_ev": -8368.87599,
  "species": ["C", "O", "C", "C", "C", "O", "H", "H", "H", "H", "H", "H", "H", "H"],
  "positions_angstrom": [[2.016, -0.297, -0.565], [1.132, 0.001, 0.535], [0.344, 1.006, 0.326], [-1.600, -0.832, -0.621], [-0.518, 1.344, 1.479], [-1.730, 1.273, 1.552], [2.961, -0.632, -0.138], [1.561, -1.095, -1.158], [2.132, 0.605, -1.168], [-1.003, 0.061, -0.835], [-1.843, -1.296, -1.577], [-1.030, -1.519, 0.011], [-2.497, -0.518, -0.086], [0.075, 1.899, 2.245]],
  "lowdin_charge": [-0.040, -0.124, -0.044, -0.034, -0.273, 0.023, 0.093, 0.095, 0.091, -0.006, 0.029, 0.038, 0.029, 0.123]
}

***

(9)
{
  "formula": "C4H13NO2",
  "method": "the ωB97M-V functional and the def2-TZVPD basis",
  "spin_multiplicity": 2,
  "de_lowest_kcal_mol": 27.96,
  "largest_force_ev_per_a": 1.99,
  "lumo_energy_ev": [-3.80, -7.40],
  "e_homo_ev": [-13.687, -13.687],
  "total_charge": 1,
  "energy_ev": -9934.94319,
  "s_squared": 0.77,
  "species": ["C", "C", "N", "C", "C", "H", "H", "H", "H", "H", "H", "H", "H", "H", "H", "H", "O", "H", "H", "O"],
  "positions_angstrom": [[-1.624, -0.438, 2.915], [-1.416, 0.415, 1.852], [-0.804, -0.005, 0.751], [0.094, -1.091, 0.517], [0.972, -0.942, -0.738], [-1.081, -1.361, 2.966], [-2.265, -0.084, 3.707], [-1.812, 1.419, 1.900], [-1.233, 0.383, -0.087], [-0.460, -2.016, 0.410], [0.759, -1.280, 1.372], [1.506, -1.884, -0.811], [1.684, -0.112, -0.670], [0.315, -0.773, -1.575], [-3.785, 0.422, -2.305], [-2.672, 0.512, -1.276], [-2.946, 0.022, -2.052], [5.050, 2.499, -2.252], [4.566, 1.122, -2.610], [5.049, 1.591, -1.910]],
  "lowdin_charge": [0.206, -0.084, 0.090, -0.210, -0.037, 0.090, 0.098, 0.146, 0.145, 0.141, 0.143, 0.094, 0.092, 0.077, 0.058, -0.008, -0.038, 0.040, 0.034, -0.074]
}

***

(10)
{
  "formula": "C6H15CdNO8S2",
  "method": "the ωB97M-V functional and the def2-TZVPD basis",
  "spin_multiplicity": 1,
  "de_lowest_kcal_mol": 0.00,
  "largest_force_ev_per_a": 4.48,
  "lumo_energy_ev": 4.98,
  "e_homo_ev": -1.602,
  "total_charge": -2,
  "energy_ev": -50571.68047,
  "species": ["Cd", "S", "O", "O", "O", "O", "S", "O", "O", "O", "O", "C", "C", "N", "C", "C", "C", "C", "H", "H", "H", "H", "H", "H", "H", "H", "H", "H", "H", "H", "H", "H", "H"],
  "positions_angstrom": [[0.666, 1.480, 0.126], [0.745, 2.032, 2.724], [1.442, 3.158, 3.347], [1.569, 1.096, 1.928], [0.038, 1.363, 3.834], [-0.243, 2.404, 1.681], [1.666, 2.220, -2.214], [1.506, 1.290, -3.318], [2.279, 1.505, -1.035], [2.392, 3.428, -2.531], [0.333, 2.525, -1.574], [1.946, -1.627, -0.011], [0.776, -1.229, -0.897], [-0.288, -0.431, -0.280], [-0.765, -1.005, 0.990], [-1.251, -2.464, 0.885], [-1.368, -0.196, -1.228], [-2.467, 0.728, -0.633], [1.560, -2.097, 0.895], [2.605, -0.784, 0.178], [2.501, -2.422, -0.516], [1.139, -0.814, -1.839], [0.304, -2.165, -1.259], [-1.605, -0.430, 1.370], [-0.030, -0.946, 1.790], [-1.973, -2.595, 1.698], [-0.479, -3.221, 1.037], [-1.788, -2.723, -0.029], [-1.013, 0.326, -2.117], [-1.865, -1.122, -1.544], [-2.072, 1.412, 0.115], [-3.054, 1.252, -1.387], [-3.205, 0.050, -0.187]],
  "lowdin_charge": [1.347, 0.197, -0.400, -0.496, -0.438, -0.508, 0.220, -0.401, -0.519, -0.376, -0.514, -0.079, -0.269, -0.276, -0.238, -0.091, -0.256, -0.084, 0.059, 0.063, 0.070, 0.103, 0.106, 0.105, 0.104, 0.068, 0.059, 0.058, 0.104, 0.100, 0.055, 0.068, 0.060]
}

***

(11)
{
  "formula": "C7H18N2O",
  "method": "the ωB97M-V functional and the def2-TZVPD basis",
  "spin_multiplicity": 1,
  "de_lowest_kcal_mol": 54.00,
  "largest_force_ev_per_a": 0.68,
  "lumo_energy_ev": 0.96,
  "e_homo_ev": -7.788,
  "energy_ev": -12576.98823,
  "species": ["C", "C", "C", "C", "N", "H", "H", "H", "H", "H", "H", "H", "H", "H", "H", "H", "C", "C", "N", "C", "O", "H", "H", "H", "H", "H", "H", "H"],
  "positions_angstrom": [[-0.822, -1.325, -1.162], [-2.067, 1.461, 0.023], [-1.905, -1.696, -2.130], [-1.569, 1.636, 1.448], [-0.936, -1.909, -0.009], [-1.372, 0.850, -0.551], [-1.699, -2.550, 0.240], [-0.255, -1.735, 0.728], [-3.037, 0.969, 0.018], [-2.172, 2.425, -0.469], [-2.380, -0.790, -2.498], [-2.672, -2.367, -1.715], [-1.438, -2.181, -2.986], [-1.413, 0.671, 1.921], [-2.286, 2.199, 2.043], [-0.625, 2.174, 1.456], [2.701, 1.443, 0.092], [2.236, -0.892, -0.525], [2.213, 0.148, 0.482], [1.600, -0.072, 1.645], [1.047, -1.110, 1.960], [1.652, 0.789, 2.334], [3.747, 1.377, -0.215], [3.096, -0.746, -1.174], [2.115, 1.831, -0.746], [2.623, 2.137, 0.927], [2.315, -1.855, -0.025], [1.303, -0.883, -1.111]],
  "lowdin_charge": [-0.212, -0.172, -0.137, -0.164, 0.084, 0.017, 0.113, 0.047, 0.066, 0.063, 0.063, 0.060, 0.066, 0.053, 0.062, 0.053, -0.059, -0.058, -0.184, -0.356, -0.024, 0.137, 0.089, 0.086, 0.095, 0.085, 0.092, 0.035]
}

***

(12)
{
  "formula": "C3H6N2O",
  "method": "the ωB97M-V functional and the def2-TZVPD basis",
  "spin_multiplicity": 1,
  "de_lowest_kcal_mol": 25.79,
  "largest_force_ev_per_a": 3.08,
  "lumo_energy_ev": 0.51,
  "e_homo_ev": -9.546,
  "energy_ev": -8235.58051,
  "smiles": "[H]/N=C(\\N)C(C)=O",
  "species": ["H", "N", "C", "N", "C", "C", "O", "H", "H", "H", "H", "H"],
  "positions_angstrom": [[1.057, -2.295, -0.010], [0.827, -1.391, 0.363], [0.170, -0.664, -0.469], [-0.199, -0.866, -1.727], [-0.271, 0.710, 0.026], [-0.079, 1.099, 1.459], [-0.871, 1.386, -0.786], [0.115, -1.712, -2.227], [-0.706, -0.096, -2.133], [0.803, 1.834, 1.479], [-1.038, 1.727, 1.864], [0.192, 0.268, 2.161]],
  "lowdin_charge": [0.034, 0.129, -0.473, 0.136, -0.391, -0.041, 0.066, 0.132, 0.092, 0.106, 0.137, 0.072]
}